Here is 6 unconnected molecules or ions with the total composition C31H75BIO30P5 from OMol25. Energies are from ωB97M-V/def2-TZVPD.

```
143
Properties=species:S:1:pos:R:3:forces:R:3
C -3.012 -1.597 5.770 0.8 -0.6 0.1
C -2.991 -3.155 5.299 -1.6 1.5 0.7
O -1.726 -3.558 4.738 -0.8 0.6 -0.6
C -1.376 -2.750 3.581 0.7 0.8 -0.4
C -0.177 -3.406 2.738 0.6 -0.8 2.1
O -0.564 -3.918 1.440 -0.4 1.9 -0.5
C -0.393 -2.950 0.397 2.1 1.3 -1.2
C 1.186 -3.020 -0.069 -1.8 -0.6 0.0
O 1.617 -1.663 -0.277 1.8 -2.0 0.7
C 2.852 -1.355 0.396 0.5 1.4 -0.8
O 2.593 -0.170 1.212 0.8 -0.7 -1.6
C 3.270 0.993 0.680 0.9 1.3 0.5
C 2.670 2.377 1.240 -0.2 -0.5 0.0
O 1.676 2.937 0.331 0.5 -1.5 -0.1
O -0.503 -1.548 0.806 -2.5 0.0 0.4
C -1.746 -0.954 0.444 0.1 -0.3 0.3
O -2.180 0.151 0.798 1.7 -4.6 -1.6
O -2.360 -1.930 -0.393 -0.5 1.5 1.4
C -1.491 -3.024 -0.808 0.6 0.9 -0.1
C -1.013 -2.528 -2.271 1.2 0.5 -0.2
C -2.156 -1.801 -3.125 -0.4 -0.8 0.3
C -3.377 -2.761 -3.556 -0.1 1.1 -0.8
I -1.185 -1.225 -5.036 -0.3 -0.1 0.8
B -2.076 -4.548 -0.806 -1.4 -2.0 -0.1
O -1.622 -5.458 -1.860 0.8 1.3 2.9
O -2.972 -5.109 0.163 0.5 1.3 -2.3
C -4.228 -4.382 0.256 -0.8 1.4 1.1
C -5.533 -5.313 0.346 0.4 0.7 -0.6
H -2.115 -1.485 6.492 -1.5 0.1 -1.1
H -2.879 -0.871 4.901 -0.2 -1.0 1.1
H -3.975 -1.322 6.315 1.3 -0.6 -0.7
H -3.878 -3.291 4.571 1.5 0.0 0.7
H -3.267 -3.762 6.240 1.0 0.6 -1.6
H -2.288 -2.609 2.904 1.2 -0.1 0.8
H -0.983 -1.725 3.947 -0.8 -1.5 -0.6
H 0.176 -4.322 3.352 -0.7 1.3 -1.1
H 0.745 -2.710 2.702 -1.7 -0.9 -0.3
H 1.723 -3.582 0.764 -0.5 1.0 -1.0
H 1.219 -3.678 -1.014 0.2 1.2 1.2
H 3.631 -1.092 -0.422 -1.1 -0.3 1.3
H 3.305 -2.206 1.003 -1.1 1.0 -0.5
H 4.366 0.933 1.000 -1.3 0.2 -0.5
H 3.262 1.067 -0.468 -0.2 -0.3 1.5
H 3.499 3.154 1.344 -0.9 -1.1 -0.2
H 2.176 2.256 2.268 0.8 -0.1 -1.4
H 1.480 2.256 -0.358 0.1 0.8 0.9
H -0.155 -1.763 -2.140 -1.3 -1.1 -0.1
H -0.575 -3.371 -2.916 -0.8 1.1 1.2
H -2.511 -0.801 -2.682 0.6 -1.8 -0.6
H -4.127 -2.081 -4.117 1.1 -1.2 1.0
H -3.933 -3.233 -2.680 0.9 0.6 -1.0
H -3.038 -3.539 -4.335 -0.4 1.0 1.5
H -1.017 -6.082 -1.382 -0.9 0.2 -0.8
H -4.156 -3.725 1.205 -0.2 -1.0 -1.4
H -4.357 -3.636 -0.614 0.3 -1.2 1.3
H -6.062 -5.245 -0.679 0.7 -0.4 1.7
H -6.232 -4.871 1.150 1.1 -0.9 -1.3
H -5.238 -6.390 0.569 -0.5 1.5 -0.2
C 2.090 5.550 -0.806 0.2 -0.4 -0.1
O 2.507 6.909 -0.682 -3.7 -0.1 0.8
P 1.610 7.996 -1.668 8.1 4.2 -3.0
O 2.586 7.790 -2.824 -1.3 -1.1 -0.1
O 2.087 9.258 -0.747 -1.3 -0.2 -0.3
C 3.462 9.400 -0.422 0.4 -0.2 0.5
O 0.646 9.074 -2.589 -1.7 -1.7 2.3
C 0.004 8.499 -3.720 -0.2 -0.2 -0.4
H 2.673 4.938 -0.121 -0.1 0.2 -0.1
H 1.033 5.460 -0.549 0.1 -0.3 0.1
H 2.253 5.197 -1.829 0.0 0.0 0.0
H 4.111 8.962 -1.181 -0.2 -0.1 0.0
H 3.654 8.929 0.546 0.1 0.0 -0.1
H 3.687 10.465 -0.341 -0.2 0.0 -0.1
H -0.417 7.523 -3.468 -0.1 0.1 -0.3
H 0.712 8.399 -4.544 0.1 -0.1 0.2
H -0.806 9.162 -4.031 0.0 0.0 0.2
C 4.741 5.315 -4.410 0.1 0.6 -0.3
O 4.359 3.955 -4.221 1.3 1.0 3.3
P 5.615 2.960 -3.592 -1.7 -6.6 -6.7
O 6.121 2.620 -4.993 0.6 1.4 1.0
O 4.529 1.844 -3.096 1.0 0.6 1.0
C 3.538 1.386 -4.003 -0.7 0.2 -0.2
O 6.853 2.052 -2.826 -1.3 2.8 1.8
C 8.175 2.538 -3.032 0.5 0.2 -0.1
H 3.877 5.877 -4.765 0.0 -0.1 0.1
H 5.076 5.741 -3.463 -0.2 0.3 -0.1
H 5.543 5.385 -5.151 0.0 -0.1 0.0
H 3.870 1.445 -5.041 0.1 0.1 0.1
H 2.629 1.979 -3.871 0.1 -0.1 -0.2
H 3.311 0.344 -3.769 0.2 0.1 0.1
H 8.203 3.626 -2.941 0.3 -0.1 -0.1
H 8.536 2.237 -4.017 -0.2 0.1 0.0
H 8.825 2.103 -2.271 -0.2 0.0 0.1
C 6.077 -3.991 1.567 -0.3 -0.3 0.0
O 7.451 -3.914 1.207 -1.1 3.2 1.2
P 7.807 -2.681 0.058 5.4 -5.7 -5.5
O 7.548 -3.626 -1.116 -1.4 1.0 0.8
O 9.385 -2.706 0.478 -0.9 1.2 0.0
C 10.068 -3.949 0.540 0.1 -0.5 0.5
O 8.124 -1.345 -0.968 -1.2 0.7 3.3
C 7.021 -0.908 -1.756 -0.3 0.2 -0.4
H 5.957 -4.763 2.327 0.1 0.1 -0.1
H 5.743 -3.035 1.976 -0.2 -0.1 0.2
H 5.471 -4.252 0.693 0.0 0.0 0.0
H 9.641 -4.688 -0.140 -0.1 0.1 0.0
H 10.035 -4.327 1.566 0.0 -0.1 -0.1
H 11.111 -3.782 0.264 -0.1 0.2 0.0
H 6.106 -0.893 -1.158 -0.1 0.1 -0.3
H 6.893 -1.563 -2.620 0.0 -0.1 0.2
H 7.226 0.103 -2.110 0.0 -0.2 0.3
C -4.599 10.703 -1.777 -0.3 0.4 0.0
O -3.383 10.259 -1.185 -1.4 -2.8 -1.8
P -3.562 8.880 -0.168 5.3 3.8 7.1
O -3.845 9.751 1.055 -1.4 -0.6 -1.2
O -1.967 8.553 -0.284 -1.2 -1.1 -0.4
C -1.023 9.592 -0.051 0.3 0.7 -0.4
O -3.773 7.421 0.708 -0.6 -0.2 -3.4
C -5.085 7.201 1.213 -0.4 -0.1 0.2
H -4.381 11.545 -2.435 0.1 -0.1 0.1
H -5.045 9.899 -2.367 -0.1 0.2 -0.1
H -5.301 11.027 -1.003 0.0 0.0 0.0
H -1.407 10.351 0.633 -0.2 -0.1 0.0
H -0.756 10.053 -1.003 0.0 0.0 0.3
H -0.125 9.151 0.386 -0.2 -0.1 0.0
H -5.835 7.462 0.463 -0.1 -0.1 0.2
H -5.242 7.789 2.119 0.0 0.1 -0.2
H -5.186 6.142 1.459 0.1 0.1 -0.2
C -7.843 -11.921 2.903 0.0 -0.4 0.2
O -8.582 -10.717 2.730 3.1 0.1 -2.0
P -7.721 -9.295 3.180 -7.7 3.4 5.0
O -8.227 -9.413 4.617 1.6 -0.9 -0.3
O -8.745 -8.380 2.297 1.5 0.1 -0.2
C -10.145 -8.569 2.439 -0.5 -0.4 -0.3
O -6.834 -7.873 3.547 1.4 -1.8 -2.7
C -5.763 -8.047 4.467 0.4 0.0 0.3
H -8.448 -12.757 2.552 0.0 0.1 0.0
H -6.920 -11.881 2.320 0.0 -0.3 0.0
H -7.605 -12.071 3.960 0.0 0.0 0.0
H -10.411 -8.940 3.430 0.2 0.0 0.0
H -10.493 -9.271 1.676 -0.1 0.0 0.2
H -10.640 -7.609 2.280 0.3 0.0 0.0
H -5.203 -8.957 4.239 0.1 0.1 0.2
H -6.148 -8.092 5.488 -0.1 -0.2 -0.1
H -5.093 -7.190 4.383 -0.1 -0.1 -0.2
```
Positions in Å, forces in eV/Å.

Computed properties:
- DFT total energy: -5512.21298 a.u.
- Charge: 0
- Gap between HOMO and LUMO: 6.82 eV
- SMILES: CCOCCO[C@]1(COCOCCO)OC(=O)O[C@]1(C[C@H](C)I)B(O)OCC.COP(=O)(OC)OC.COP(=O)(OC)OC.COP(=O)(OC)OC.COP(=O)(OC)OC.COP(=O)(OC)OC